# 1
{"formula": "C3H9BrO4P", "method": "wB97M-V/def2-TZVPD", "symbols": ["Br", "P", "O", "O", "O", "O", "C", "C", "C", "H", "H", "H", "H", "H", "H", "H", "H", "H"], "coordinates": [[3.986, 1.900, -3.077], [-0.625, 0.221, 0.792], [0.760, 0.202, -0.042], [-0.617, 1.111, 1.988], [-0.888, -1.359, 1.226], [-1.787, 0.584, -0.302], [1.256, 1.428, -0.582], [-0.013, -2.005, 2.124], [-1.733, -0.117, -1.510], [-2.604, -0.772, -1.529], [2.189, 1.580, -0.039], [-0.509, -1.983, 3.095], [0.608, 2.290, -0.423], [-1.760, 0.738, -2.185], [-0.858, -0.680, -1.835], [1.461, 1.228, -1.633], [0.254, -2.970, 1.694], [0.882, -1.394, 2.239]], "nbo_charge": [-0.992, 2.535, -0.825, -1.100, -0.817, -0.785, -0.265, -0.244, -0.274, 0.179, 0.208, 0.185, 0.179, 0.195, 0.206, 0.237, 0.187, 0.191], "lumo_ev": 2.9, "e_homo_ev": -3.761, "charge": -1, "homo_lumo_gap_ev": 6.7}


# 2
{"formula": "C3H9BrSSi", "method": "wB97M-V/def2-TZVPD", "symbols": ["Br", "S", "Si", "C", "C", "C", "H", "H", "H", "H", "H", "H", "H", "H", "H"], "coordinates": [[-1.155, 0.573, -2.164], [-0.160, -0.976, -3.279], [0.041, 0.089, 0.284], [-0.858, -1.399, 0.818], [1.714, -0.183, -0.494], [-0.471, 1.768, 0.973], [-1.986, -1.335, 0.667], [1.483, -0.875, -1.384], [2.411, 0.563, -1.053], [-0.899, -1.606, 1.860], [2.394, -0.819, 0.076], [-1.348, 1.665, 1.559], [0.119, 2.229, 1.708], [-0.645, 2.561, 0.230], [-0.640, -2.255, 0.200]], "nbo_charge": [-0.016, -0.582, 1.764, -1.228, -1.259, -1.162, 0.287, 0.318, 0.289, 0.268, 0.259, 0.248, 0.257, 0.272, 0.284], "lumo_ev": -0.1, "e_homo_ev": -7.322, "homo_lumo_gap_ev": 7.2}


# 3
{"formula": "C3H9Cl3CrN3O18", "method": "wB97M-V/def2-TZVPD", "symbols": ["Cr", "Cl", "Cl", "Cl", "O", "O", "O", "O", "O", "O", "O", "O", "O", "O", "O", "O", "O", "O", "O", "O", "O", "O", "N", "N", "N", "C", "C", "C", "H", "H", "H", "H", "H", "H", "H", "H", "H"], "coordinates": [[-0.248, -0.321, -0.334], [-1.400, -3.700, 0.892], [1.108, -1.543, -3.492], [-2.441, 1.990, -2.142], [-0.536, -3.666, 1.980], [1.113, -0.788, 1.194], [-1.367, 0.539, 1.426], [-1.849, 2.384, -3.415], [2.262, -1.097, -4.209], [-1.868, 0.631, -1.861], [-1.223, 2.074, 2.988], [2.248, 3.132, -0.045], [-3.870, 1.942, -2.077], [-2.007, 2.881, -1.085], [-2.673, -3.512, 1.398], [-1.051, -2.502, 0.090], [1.175, -2.983, -3.543], [1.788, 0.588, 2.719], [-0.108, -1.171, -4.115], [1.063, -1.189, -2.101], [-1.356, -4.981, 0.192], [1.251, 1.274, -0.559], [-1.764, 1.398, 2.220], [1.727, -0.511, 2.237], [2.096, 2.152, -0.764], [2.744, 2.100, -2.166], [-3.227, 1.381, 2.349], [2.448, -1.577, 2.962], [3.205, 3.086, -2.231], [-3.579, 1.273, 1.323], [2.868, -1.089, 3.841], [1.968, 2.021, -2.928], [3.304, -1.894, 2.366], [-3.571, 2.278, 2.863], [3.481, 1.317, -1.992], [1.747, -2.400, 3.098], [-3.458, 0.482, 2.920]], "lowdin_spin": [3.814, 0.003, 0.002, 0.001, 0.001, 0.000, 0.020, 0.000, 0.002, 0.014, 0.009, 0.015, -0.001, 0.001, 0.002, 0.029, 0.001, 0.022, 0.000, 0.023, 0.003, 0.022, 0.005, 0.003, 0.006, 0.001, 0.001, 0.000, 0.000, 0.000, 0.000, 0.000, 0.000, 0.000, 0.000, 0.000, 0.000], "lumo_ev": [0.9, 0.7], "e_homo_ev": [-6.526, -6.526], "charge": -1, "s2": 6.005, "homo_lumo_gap_ev": [7.4, 7.2], "multiplicity": 5}


# 4
{"formula": "C3H9ClInNO2P", "method": "wB97M-V/def2-TZVPD", "symbols": ["In", "Cl", "P", "O", "O", "N", "C", "C", "C", "H", "H", "H", "H", "H", "H", "H", "H", "H"], "coordinates": [[1.418, -1.377, -0.523], [1.651, -3.222, 1.082], [2.536, 0.769, 0.277], [-3.267, 0.373, -0.621], [-3.041, 1.089, 1.478], [1.776, 2.036, -0.375], [-2.557, 0.510, 0.535], [-0.722, -0.841, -0.714], [-1.202, -0.159, 0.567], [-0.763, -0.131, -1.537], [-1.337, -1.697, -0.964], [-1.244, -0.877, 1.380], [-0.464, 0.582, 0.854], [2.491, 0.852, 1.693], [-2.690, 0.553, -1.366], [3.924, 0.810, -0.041], [2.075, -1.904, -2.075], [1.416, 2.637, 0.350]], "lowdin_charge": [0.206, -0.237, 0.451, 0.074, 0.084, -0.453, -0.511, -0.331, -0.226, 0.023, 0.035, 0.115, 0.079, -0.079, 0.091, -0.097, -0.126, -0.098], "lumo_ev": 3.0, "e_homo_ev": -4.376, "charge": -1, "homo_lumo_gap_ev": 7.4}


# 5
{"formula": "C3H9ClNO", "method": "wB97M-V/def2-TZVPD", "symbols": ["Cl", "O", "N", "C", "C", "C", "H", "H", "H", "H", "H", "H", "H", "H", "H"], "coordinates": [[-2.378, -0.766, 0.196], [-1.551, 1.679, -0.301], [0.126, 0.204, 1.399], [-1.210, 0.337, -0.601], [0.969, -1.024, -0.659], [0.225, 0.195, -0.135], [1.088, 0.109, 1.738], [-1.444, 0.138, -1.666], [-0.283, 1.056, 1.499], [-0.606, -0.571, 1.712], [1.970, -0.746, -0.732], [0.776, 1.037, -0.477], [0.711, -1.073, -1.789], [-2.250, 1.978, -0.895], [1.071, -2.023, -0.145]], "nbo_charge": [-0.038, -0.720, -0.691, 0.068, -0.671, -0.078, 0.453, 0.236, 0.440, 0.474, 0.237, 0.255, 0.260, 0.511, 0.262], "lumo_ev": -3.5, "e_homo_ev": -15.503, "charge": 1, "homo_lumo_gap_ev": 12.0}


# 6
{"formula": "C3H9ClSSi", "method": "wB97M-V/def2-TZVPD", "symbols": ["Cl", "S", "Si", "C", "C", "C", "H", "H", "H", "H", "H", "H", "H", "H", "H"], "coordinates": [[-0.477, -2.505, -0.686], [3.364, -0.978, -0.694], [1.508, -0.299, 0.297], [0.326, -1.735, 0.788], [-2.781, 1.215, 0.960], [0.684, 0.852, -0.982], [0.313, 0.297, -1.882], [-2.076, 0.607, 1.482], [-2.879, 1.264, -0.113], [-3.306, 1.957, 1.507], [1.441, 1.560, -1.547], [-0.188, 1.504, -0.709], [0.791, -2.594, 1.403], [-0.373, -1.398, 1.433], [3.653, 0.254, -1.256]], "nbo_charge": [-0.087, -0.448, 1.135, -0.819, -0.487, -1.172, 0.258, 0.159, 0.169, 0.161, 0.248, 0.253, 0.251, 0.215, 0.165], "lumo_ev": [-0.1, -1.1], "e_homo_ev": [-7.672, -9.123], "homo_lumo_gap_ev": [7.6, 8.0]}


# 7
{"formula": "C3H9F2N2O", "method": "wB97M-V/def2-TZVPD", "symbols": ["F", "F", "O", "N", "N", "C", "C", "C", "H", "H", "H", "H", "H", "H", "H", "H", "H"], "coordinates": [[1.637, 0.676, -1.218], [1.788, 1.907, 0.503], [-1.423, -0.385, -0.423], [-1.695, 1.576, 0.781], [0.850, -0.166, 0.753], [1.886, 0.656, 0.097], [-2.095, 0.530, 0.119], [1.124, -1.560, 0.803], [0.670, 0.177, 1.657], [-2.369, 2.241, 1.206], [-0.442, -0.169, -0.112], [1.620, -2.065, -0.106], [0.230, -2.130, 0.918], [-0.849, 1.925, 0.546], [2.890, 0.393, 0.213], [-3.166, 0.281, 0.177], [1.895, -1.908, 1.543]], "nbo_charge": [-0.325, -0.323, -0.556, -0.721, -0.685, 0.696, 0.574, -0.472, 0.405, 0.453, 0.489, 0.246, 0.227, 0.414, 0.149, 0.202, 0.225], "lumo_ev": -3.8, "e_homo_ev": -15.259, "charge": 1, "homo_lumo_gap_ev": 11.5}


# 8
{"formula": "C3H9FNO", "method": "wB97M-V/def2-TZVPD", "symbols": ["F", "O", "N", "C", "C", "C", "H", "H", "H", "H", "H", "H", "H", "H", "H"], "coordinates": [[0.081, -1.184, -2.221], [-0.980, -0.314, -1.855], [-0.270, 0.193, 0.517], [-1.318, -0.345, -0.354], [0.571, 1.136, -0.310], [0.757, -0.714, 1.152], [1.028, -1.441, 0.435], [1.431, 0.678, -0.855], [1.704, -0.100, 1.379], [-1.639, -1.284, 0.035], [1.242, 1.773, 0.309], [-0.692, 0.760, 1.213], [-0.090, 1.641, -0.931], [0.384, -1.220, 1.914], [-2.209, 0.421, -0.430]], "nbo_charge": [-0.120, -0.121, -0.367, 0.046, -0.437, -0.398, 0.241, 0.263, 0.249, 0.231, 0.248, 0.443, 0.237, 0.225, 0.259], "lumo_ev": -3.6, "e_homo_ev": -16.219, "charge": 1, "homo_lumo_gap_ev": 12.6}


# 9
{"formula": "C3H9FNOP", "method": "wB97M-V/def2-TZVPD", "symbols": ["P", "F", "O", "N", "C", "C", "C", "H", "H", "H", "H", "H", "H", "H", "H", "H"], "coordinates": [[-3.526, 0.467, 0.220], [-2.726, 1.064, -1.108], [-2.385, 0.811, 1.217], [1.116, 0.465, 0.230], [-3.065, -1.312, -0.189], [0.943, 1.375, -0.586], [2.499, 0.269, 0.581], [3.214, 0.522, -0.298], [-3.399, -1.759, -1.149], [1.777, 1.850, -1.179], [-2.031, -1.261, -0.077], [-0.002, 1.557, -1.126], [-3.668, -1.903, 0.665], [2.499, -0.852, 0.727], [2.817, 0.761, 1.462], [-1.582, 0.273, 1.171]], "nbo_charge": [1.404, -0.614, -0.999, -0.413, -0.987, -0.043, -0.444, 0.174, 0.249, 0.127, 0.213, 0.184, 0.224, 0.206, 0.209, 0.508], "lumo_ev": 1.0, "e_homo_ev": -9.465, "homo_lumo_gap_ev": 10.5}


# 10
{"formula": "C3H9FO", "method": "wB97M-V/def2-TZVPD", "symbols": ["F", "O", "C", "C", "C", "H", "H", "H", "H", "H", "H", "H", "H", "H"], "coordinates": [[-3.903, 0.309, 3.002], [1.048, -0.191, -0.938], [-3.375, 1.343, 3.750], [2.789, -0.556, -2.508], [1.422, -1.010, -2.049], [1.449, -2.076, -1.753], [-2.419, 1.036, 4.206], [3.126, -1.158, -3.368], [2.758, 0.504, -2.811], [0.162, -0.478, -0.633], [-3.193, 2.223, 3.111], [-4.073, 1.630, 4.554], [3.522, -0.667, -1.691], [0.687, -0.908, -2.871]], "nbo_charge": [-0.368, -0.728, -0.125, -0.626, -0.062, 0.156, 0.164, 0.210, 0.213, 0.468, 0.164, 0.164, 0.213, 0.156], "lumo_ev": 0.8, "e_homo_ev": -10.290, "homo_lumo_gap_ev": 11.1}


# 11
{"formula": "C3H9IN", "method": "wB97M-V/def2-TZVPD", "symbols": ["I", "N", "C", "C", "C", "H", "H", "H", "H", "H", "H", "H", "H", "H"], "coordinates": [[-2.784, 0.633, 0.130], [0.218, 0.855, -0.523], [-0.578, -1.589, -0.369], [1.272, 1.084, 0.525], [-0.871, -0.289, 0.243], [0.902, 1.248, 1.583], [-0.586, -0.195, 1.370], [-0.162, 1.792, -0.963], [0.671, 0.353, -1.284], [1.924, 1.840, 0.206], [1.777, 0.141, 0.691], [-0.921, -1.696, -1.354], [-1.282, -2.263, 0.045], [0.419, -1.913, -0.299]], "lowdin_spin": [1.423, 0.014, 0.048, 0.007, 0.453, 0.001, 0.024, 0.005, 0.001, 0.002, 0.002, 0.006, 0.003, 0.011], "lumo_ev": [-3.2, -7.7], "e_homo_ev": [-9.878, -14.532], "charge": 1, "s2": 2.005, "homo_lumo_gap_ev": [6.7, 6.8], "multiplicity": 3}


# 12
{"formula": "C3H9IN3", "method": "wB97M-V/def2-TZVPD", "symbols": ["I", "N", "N", "N", "C", "C", "C", "H", "H", "H", "H", "H", "H", "H", "H", "H"], "coordinates": [[-3.494, 0.052, 0.084], [-1.650, 0.791, -0.265], [0.685, 0.646, 0.098], [-0.634, -1.542, 0.296], [0.526, -2.255, -0.143], [-0.503, 0.177, 0.029], [1.008, 2.074, 0.063], [0.944, 2.598, 1.016], [0.817, -3.137, 0.562], [0.421, -2.720, -1.135], [1.349, 0.093, 0.591], [0.215, 2.541, -0.431], [2.030, 2.247, -0.337], [1.327, -1.585, 0.002], [-1.418, -1.831, -0.212], [-1.622, 1.850, -0.218]], "nbo_charge": [0.498, -0.788, -0.541, -0.564, -0.433, 0.696, -0.426, 0.232, 0.231, 0.216, 0.433, 0.203, 0.256, 0.179, 0.374, 0.434], "lumo_ev": -4.7, "e_homo_ev": -13.819, "charge": 1, "homo_lumo_gap_ev": 9.1}


# 13
{"formula": "C3H9INO3", "method": "wB97M-V/def2-TZVPD", "symbols": ["I", "O", "O", "O", "N", "C", "C", "C", "H", "H", "H", "H", "H", "H", "H", "H", "H"], "coordinates": [[1.276, 0.818, -1.908], [-0.688, -0.357, 2.636], [-0.333, 0.731, -3.070], [0.962, -1.081, 1.409], [0.320, -0.185, 1.854], [0.734, 1.149, 1.495], [0.025, 0.573, -4.457], [-1.166, -1.678, 2.876], [0.187, -0.378, -4.809], [-0.228, 1.775, 1.454], [-0.666, -2.195, 3.840], [1.156, 1.656, 2.402], [1.489, 1.156, 0.745], [-0.819, -2.260, 2.140], [-0.932, 0.789, -4.972], [-2.296, -1.813, 3.018], [0.978, 1.298, -4.652]], "nbo_charge": [0.378, -0.209, -0.673, -0.167, 0.565, -0.498, -0.258, -0.317, 0.183, 0.293, 0.248, 0.292, 0.280, 0.215, 0.214, 0.273, 0.182], "lumo_ev": -6.4, "e_homo_ev": -12.456, "charge": 1, "homo_lumo_gap_ev": 6.1}


# 14
{"formula": "C3H9INP", "method": "wB97M-V/def2-TZVPD", "symbols": ["I", "P", "N", "C", "C", "C", "H", "H", "H", "H", "H", "H", "H", "H", "H"], "coordinates": [[-1.870, -2.013, -1.425], [1.237, 0.453, -2.350], [-0.337, -1.445, -0.285], [-1.333, 0.790, 0.341], [-0.629, -0.535, 0.736], [0.769, -0.133, 1.352], [1.432, 0.587, 0.712], [-1.095, 1.319, -0.659], [2.382, -0.417, -2.718], [0.685, 0.234, 2.261], [-2.331, 0.594, 0.287], [-1.250, 1.585, 0.981], [-1.169, -1.217, 1.390], [2.280, 1.282, -2.078], [1.229, -1.085, 1.454]], "nbo_charge": [0.311, 0.112, -0.452, -0.634, -0.144, -0.584, 0.209, 0.224, -0.034, 0.198, 0.211, 0.216, 0.223, -0.068, 0.213], "lumo_ev": [-1.1, -0.7], "e_homo_ev": [-8.962, -8.631], "homo_lumo_gap_ev": [7.9, 7.9]}


# 15
{"formula": "C3H9N", "method": "wB97M-V/def2-TZVPD", "symbols": ["N", "C", "C", "C", "H", "H", "H", "H", "H", "H", "H", "H", "H"], "coordinates": [[-1.851, -0.084, 0.817], [-2.780, -0.434, -0.201], [2.968, 0.965, -0.179], [-0.697, -0.707, 0.637], [-2.249, -1.044, -0.928], [3.005, 0.772, -1.259], [3.854, 1.544, 0.307], [-3.334, 0.360, -0.671], [0.153, -0.108, 0.976], [2.035, 1.472, 0.120], [-0.472, -1.577, -0.010], [2.966, -0.125, 0.206], [-3.598, -1.036, 0.185]], "nbo_charge": [-0.374, -0.451, -0.868, -0.086, 0.167, 0.219, 0.224, 0.213, 0.181, 0.215, 0.151, 0.210, 0.198], "lumo_ev": 0.9, "e_homo_ev": -9.734, "homo_lumo_gap_ev": 10.6}


# 16
{"formula": "C3H9N", "method": "wB97M-V/def2-TZVPD", "symbols": ["N", "C", "C", "C", "H", "H", "H", "H", "H", "H", "H", "H", "H"], "coordinates": [[-0.374, -1.047, -1.503], [-2.159, -0.273, -0.119], [-0.865, -0.631, -0.294], [1.995, 1.206, 0.994], [-2.967, -0.934, -0.418], [-2.464, 0.525, 0.548], [-1.014, -1.058, -2.284], [1.901, 0.994, 2.060], [1.976, 0.215, 0.551], [0.199, -1.883, -1.506], [2.865, 1.763, 0.681], [1.093, 1.753, 0.736], [-0.185, -0.629, 0.554]], "nbo_charge": [-0.789, -0.582, 0.042, -0.852, 0.201, 0.199, 0.380, 0.212, 0.207, 0.368, 0.217, 0.216, 0.181], "lumo_ev": 1.1, "e_homo_ev": -7.885, "homo_lumo_gap_ev": 9.0}


Respective E_tot values: -90782.4693, -92011.1657, -110541.7826, -35828.5870, -19309.6195, -34489.1971, -13712.5142, -9499.8465, -18800.4982, -8021.1879, -12835.4148, -15819.0291, -18976.1945, -22131.3667, -4745.0250, -4745.3399 eV.
Respective strongest force on any atom values: 3.94, 2.84, 5.49, 1.07, 4.56, 4.41, 4.59, 4.55, 4.43, 0.94, 5.36, 6.73, 5.12, 5.13, 3.98, 1.53 eV Å⁻¹.